Molecular formula: C35H46F4KN8O2PSe
Method: DFT, ωB97M-V/def2-TZVPD

**Relative energy (zero: lowest compared OMol25 entry of this formula, charge and spin)**: 0.0 kcal/mol
**HOMO**: -5.95 eV
**Kohn-Sham gap**: 5.2 eV
**M**: 835.8 g/mol

```
98
Properties=species:S:1:pos:R:3:forces:R:3:mulliken_charge:R:1
F -4.5601 -1.8838 -2.8294 0.03 -0.01 0.01 -0.352
C 5.5269 -2.3816 2.0370 -0.02 0.01 -0.03 -1.020
N 2.1779 3.4160 -1.2121 0.03 0.02 0.01 -0.715
C -1.8631 3.5298 -1.4393 0.04 -0.09 -0.04 -0.577
N 0.9230 5.5394 -0.3424 0.03 0.00 0.00 -0.876
C -0.0381 -3.8814 3.0677 -0.01 0.00 -0.02 -0.225
K -0.1906 0.0698 0.1979 -0.06 0.00 0.05 0.888
H -0.6459 -3.2413 3.7136 0.00 0.00 -0.02 0.208
H -2.2823 -1.5396 -3.4327 -0.01 0.00 0.00 0.531
C 2.2934 2.6439 3.3256 0.04 0.03 -0.01 0.396
C -1.2524 4.6110 -0.9192 -0.04 0.01 0.00 -0.663
H 2.1812 -2.7783 -2.5632 0.00 0.00 0.00 0.352
H 3.0154 3.9297 6.8960 0.00 -0.01 0.00 0.416
F -2.6545 1.1842 0.3040 0.00 0.03 0.11 -0.121
N 1.3801 -3.4851 3.1056 0.08 0.12 0.05 0.906
H 3.8860 -1.4423 0.9471 0.00 0.00 -0.01 -0.007
Se 2.6047 4.9743 -0.4789 -0.03 -0.01 -0.01 0.209
H 0.1317 0.6426 6.9392 0.00 0.00 -0.01 0.384
H 3.6087 -3.1459 1.2924 0.00 -0.01 0.00 0.344
H 3.9379 1.9962 1.1283 0.00 0.00 -0.01 0.597
C 0.8686 3.3914 -1.3016 -0.03 -0.08 -0.02 0.433
C 1.0753 -1.3389 7.0410 -0.04 -0.05 0.01 -0.695
H 1.6865 -6.7164 3.6777 0.00 0.00 0.00 0.404
C 1.5166 -2.2542 5.8932 0.02 0.05 -0.01 -0.373
C 1.9581 2.1179 1.9643 0.19 -0.03 -0.03 0.571
C 0.2447 -0.2628 6.3441 0.01 0.01 0.00 -0.890
N 1.4929 -1.3768 4.7153 0.01 0.00 0.05 0.798
F -6.9036 -0.7951 -2.4075 0.00 -0.01 0.00 -0.337
H 2.1330 -1.0258 -2.2816 0.01 0.00 0.00 0.326
H 0.8088 -3.4471 -0.0001 -0.01 0.00 0.00 0.060
C -0.0236 -5.3347 3.5423 0.02 -0.01 0.02 -0.737
H -0.7490 -0.6475 6.1046 -0.01 0.01 0.00 0.336
H 2.4937 -4.6074 4.5463 0.00 0.02 -0.01 0.281
C 5.7072 -1.4517 3.2364 -0.01 0.00 0.02 -0.656
H 0.8246 -3.0911 5.7612 -0.02 0.00 0.00 0.118
H 6.6039 -1.6604 3.8183 0.00 0.00 -0.01 0.466
N 0.4826 -2.0434 -1.5043 -0.01 -0.01 0.01 1.066
C -1.0859 2.3834 -1.8572 -0.03 0.04 0.01 -0.375
H 4.1671 -0.8486 4.6828 0.00 0.00 0.00 0.165
H 0.3556 3.5054 3.5591 0.00 0.00 0.00 0.488
P 1.7866 -1.8855 3.1811 0.02 -0.21 -0.02 -2.034
H 4.3035 1.8768 3.3778 0.01 0.01 0.00 0.309
C 2.2419 -4.6092 3.4775 -0.03 -0.02 0.01 -0.300
H -1.6139 1.5006 -2.2098 -0.01 0.00 -0.01 0.706
H -1.7936 5.4794 -0.5690 0.02 0.01 0.01 0.440
C 0.1764 4.5751 -0.8281 0.03 0.01 0.00 1.223
O 0.8410 2.2629 1.5106 -0.03 0.02 0.02 -0.747
C -4.6119 -0.8344 -1.9665 -0.05 0.00 -0.02 0.574
C 2.8137 3.5687 5.8955 0.03 -0.01 0.01 -0.437
H 2.4913 -2.1274 -0.9377 0.01 0.00 0.00 -0.099
H -0.8806 -3.2738 -0.5009 0.00 0.00 0.00 0.225
H 0.4345 0.3834 4.2487 0.00 0.01 -0.01 0.093
C 1.0309 -0.0276 5.0613 -0.04 -0.02 0.01 0.298
H 0.8119 4.3407 5.8563 0.00 0.00 0.00 0.424
H -0.0250 -0.8129 -3.0842 0.01 -0.01 0.00 0.363
H -0.4261 -3.7891 2.0513 -0.01 0.00 0.01 -0.033
C 1.3160 3.3414 4.0302 0.00 0.00 0.03 -0.051
C 0.1486 -3.2994 -0.8589 0.02 0.02 0.01 -0.928
C 1.8920 -1.9955 -1.8413 -0.01 0.00 0.00 -0.872
C -6.0746 0.7594 -0.8511 -0.01 -0.02 -0.02 -0.694
C -4.9489 1.2166 -0.1878 0.03 0.03 0.01 -0.057
H -0.1112 -2.5423 -3.4702 0.00 0.00 -0.01 0.353
O 1.0564 -1.0846 2.1724 -0.03 0.11 -0.03 -0.362
N 0.2066 2.2863 -1.7926 -0.01 0.12 0.01 -0.387
C 3.7962 2.8816 5.1960 0.00 0.00 0.01 -0.854
H 4.5196 -2.5860 4.6457 0.01 0.01 0.02 0.340
H 1.8725 0.6471 5.2507 0.01 0.01 0.00 -0.220
H 2.6848 1.1537 0.2015 0.00 -0.02 0.00 0.199
H 0.2597 -4.1616 -1.5384 0.01 -0.01 0.01 0.266
H 5.7388 -3.4117 2.3322 0.00 0.00 0.01 0.329
C -1.8360 -1.7595 -2.4545 0.01 -0.01 0.02 -1.401
C 3.0359 1.3871 1.2032 -0.13 0.08 0.06 -0.345
H 4.7630 2.7047 5.6496 0.00 0.00 0.00 0.432
C -0.3317 -1.7881 -2.6924 0.00 0.01 -0.02 -1.106
C 4.0432 -2.2262 1.6930 0.02 0.02 0.03 -0.203
H 2.5105 -2.6731 6.0765 0.00 0.00 -0.01 0.130
H 1.4137 -6.0164 2.0751 -0.01 -0.01 0.00 0.310
H -0.1319 -5.3728 4.6292 0.00 -0.02 0.00 0.312
H -2.9398 3.4711 -1.5228 0.00 -0.01 -0.01 0.458
H 3.1760 -4.5914 2.9151 0.01 -0.01 -0.01 0.064
C -3.7081 0.6811 -0.4081 -0.01 0.00 0.03 0.134
H 1.9478 -0.8852 7.5161 0.01 0.00 -0.02 0.334
H 0.5231 -1.8843 7.8052 0.02 0.01 0.01 0.420
C -3.4248 -0.3783 -1.3198 -0.11 0.01 0.00 -0.302
H -7.0537 1.1806 -0.6894 0.00 0.00 0.00 0.514
C -5.8533 -0.2821 -1.7354 0.04 0.00 0.00 0.118
N -2.1664 -0.7759 -1.4457 0.10 -0.06 -0.11 0.590
H 6.1718 -2.1337 1.1955 0.01 -0.01 0.00 0.416
H 3.2734 0.4721 1.7492 0.01 -0.03 -0.01 -0.620
C 1.5749 3.8004 5.3111 -0.03 0.00 -0.04 -0.783
C 3.5375 2.4223 3.9131 -0.05 -0.02 -0.02 -0.070
N 3.4241 -1.8489 2.9727 -0.02 -0.03 0.03 0.979
H -2.1857 -2.7696 -2.1972 0.00 -0.01 -0.01 0.479
H -0.8294 -5.9217 3.1054 0.01 0.00 -0.01 0.400
H 5.7485 -0.4119 2.9015 0.01 0.00 0.00 0.148
C 4.4253 -1.6825 4.0293 0.00 -0.01 -0.05 -0.419
C 1.3722 -5.8180 3.1485 -0.01 0.01 -0.02 -0.846
F -5.0636 2.2286 0.7009 0.00 0.00 0.00 -0.334
```
Forces are in eV/Å.

***

Molecular formula: C9H17N11RuS3
Method: DFT, ωB97M-V/def2-TZVPD

**Relative energy (zero: lowest compared OMol25 entry of this formula, charge and spin)**: 22.7 kcal/mol
**HOMO (alpha / beta)**: -8.58 / -8.58 eV
**Kohn-Sham gap (alpha / beta)**: 6.1 / 6.1 eV
**M**: 476.6 g/mol

```
41
Properties=species:S:1:pos:R:3:forces:R:3:mulliken_charge:R:1
C 3.0612 -0.1256 0.4024 -0.14 0.05 0.08 0.265
N 1.7629 0.5529 1.9395 -0.05 0.14 0.11 -0.515
Ru 0.1503 0.1101 -0.7643 -0.14 0.25 0.00 0.206
H -0.2158 0.6291 2.3716 -0.02 0.02 0.02 0.376
N -1.0380 1.4243 0.6070 -0.50 -0.29 0.42 0.809
S -0.6139 1.7178 -2.2212 0.09 0.11 -0.42 -0.287
H -0.9625 -3.0739 -0.6586 0.00 0.05 -0.02 0.373
N 1.6059 -0.1876 -2.1048 -0.30 -0.48 0.46 0.744
N 3.7976 0.0041 1.4906 0.13 -0.12 -0.16 -0.504
H 1.0084 -2.4913 0.6481 0.01 0.01 0.01 0.321
H -2.9816 2.1395 1.0281 -0.02 -0.01 0.02 0.308
C -2.4173 1.7901 0.1612 0.06 -0.09 -0.07 -1.268
H -0.1754 3.2244 -0.0551 0.00 0.01 0.04 0.284
H -1.8816 1.2076 2.5508 -0.02 -0.01 0.01 0.511
H -2.3832 2.5871 -0.5709 0.05 -0.01 0.00 0.452
H -2.4354 -2.0906 -0.5484 -0.04 0.06 -0.03 0.525
H -2.6878 -0.6529 1.1098 -0.01 0.01 -0.01 0.546
N 2.4929 -0.4577 -4.0271 -0.33 0.01 -0.14 -0.589
H -2.9170 0.9382 -0.2939 0.02 0.01 0.00 0.339
C 0.2909 -2.0786 1.3552 0.09 0.04 0.10 -1.332
N 3.5816 -0.5496 -0.7854 -0.04 0.01 0.00 -0.090
N 1.7736 0.1968 0.6262 0.41 0.26 -0.64 0.858
C -1.5071 0.6755 -3.3170 0.28 0.11 0.50 0.341
N 3.4926 -0.6334 -3.1404 0.25 -0.03 0.37 -0.503
H -1.7934 -1.3130 2.4741 0.03 0.00 -0.01 0.345
H -0.9271 3.3077 1.5502 0.02 0.00 0.02 0.396
S -2.2324 0.9901 -4.7167 0.07 0.05 0.08 -0.214
H 4.5758 -0.7147 -0.8233 -0.01 0.02 0.02 0.244
H -1.9528 -3.1163 0.8125 0.00 -0.01 -0.01 0.409
C -1.1890 0.6746 1.8947 0.04 -0.03 -0.29 -0.744
H 0.7952 -1.4033 2.0357 -0.04 -0.06 -0.01 0.425
N 1.3875 -0.2057 -3.4478 0.14 0.02 -0.42 -0.367
H -0.1571 -2.8945 1.9259 -0.01 -0.02 -0.01 0.453
N 2.9441 0.4304 2.4209 -0.12 0.04 0.11 -0.897
C -1.7038 -0.7009 1.5724 0.09 0.12 -0.01 -0.988
C 2.9254 -0.4592 -1.9702 0.10 0.02 -0.24 0.182
C -1.5893 -2.4789 0.0033 0.15 -0.04 -0.08 -1.602
H 0.6348 2.4756 1.3477 0.00 0.01 0.00 0.342
N -0.7900 -1.3767 0.6053 -0.33 -0.24 0.08 1.000
S -1.4077 -0.7605 -2.3698 0.07 0.00 0.18 -0.169
C -0.3215 2.6888 0.8818 0.04 0.00 -0.06 -0.987
```
Forces are in eV/Å.

***

Molecular formula: C3H4BrO3S
Method: DFT, ωB97M-V/def2-TZVPD

**Relative energy (zero: lowest compared OMol25 entry of this formula, charge and spin)**: 67.1 kcal/mol
**HOMO (alpha / beta)**: -4.23 / -4.23 eV
**Net charge**: -1
**Kohn-Sham gap (alpha / beta)**: 7.3 / 7.3 eV
**M**: 200.0 g/mol

```
12
Properties=species:S:1:pos:R:3:forces:R:3:mulliken_charge:R:1
H 1.4458 1.7306 0.1446 -0.80 -0.33 -0.12 0.317
O -2.0709 0.0323 -1.2117 0.01 -0.10 0.47 -0.649
C -0.1609 0.2657 0.6556 0.72 -0.62 -4.97 -0.614
H 1.0005 -1.3276 -0.9181 0.44 3.08 0.33 0.343
Br 3.0067 -0.5181 0.3380 0.92 -0.22 0.50 -0.223
S -1.7263 -0.5305 0.0858 1.86 -0.20 1.70 1.164
H 0.2514 1.4234 -1.1823 -0.63 0.38 0.26 0.220
C 1.4175 -0.2429 -0.6399 -2.40 -2.75 1.50 -0.415
H 0.0527 0.1742 1.6510 0.70 -0.41 2.28 0.413
O -1.4305 -1.9759 0.0795 -0.60 1.15 -0.22 -0.659
O -2.4697 -0.0650 1.2654 -0.71 -0.36 -0.88 -0.679
C 0.6838 1.0338 -0.2679 0.48 0.38 -0.85 -0.219
```
Forces are in eV/Å.

***

Molecular formula: C2H25F6O11PPt
Method: DFT, ωB97M-V/def2-TZVPD

**Spin multiplicity**: 3
**HOMO (alpha / beta)**: -9.89 / -10.04 eV
**Expectation value of S²**: 2.01
**Kohn-Sham gap (alpha / beta)**: 9.5 / 8.0 eV
**M**: 565.3 g/mol

```
46
Properties=species:S:1:pos:R:3:forces:R:3:mulliken_charge:R:1
H 0.7387 -2.0815 1.3636 -0.22 -0.25 0.85 0.273
O 0.9086 4.8408 0.4712 0.27 0.17 -0.34 -0.646
H 4.2626 3.4007 0.7563 -0.03 0.62 0.47 0.329
H 2.5636 -1.7379 -3.2654 0.61 0.63 0.20 0.341
C 0.3618 0.6753 1.4456 0.07 0.28 -0.36 -0.713
H 0.6260 4.1058 -0.0801 -0.15 -0.23 0.02 0.312
F 0.7585 -1.6923 -1.0958 0.14 -1.02 0.66 -0.322
O 1.1338 1.2499 -0.7928 -0.15 -1.19 -0.20 -0.394
O -0.3633 -0.6637 -4.0347 0.77 0.41 0.12 -0.542
O -3.5254 -1.8897 -0.6913 1.12 -0.40 -0.30 -0.622
P 0.3511 -3.2712 -1.7012 1.91 0.96 -1.53 1.212
H -0.4470 -1.5840 -3.7692 -0.39 -0.54 -0.36 0.402
Pt 0.7138 0.1549 -2.3216 -0.04 2.12 0.20 0.898
H 1.8046 5.0180 0.1620 0.01 0.13 0.11 0.324
O 4.4716 4.2848 1.1087 0.72 -0.58 -1.26 -0.656
H -0.5737 0.4367 0.9496 -0.25 -0.26 -0.01 0.220
H -3.4877 -0.2383 -1.5676 -0.06 -1.53 -0.04 0.371
O -0.9867 -0.5946 3.5858 -0.46 -0.54 0.28 -0.685
H 3.8512 4.4864 1.7884 -0.81 -0.05 0.81 0.322
H -3.6072 1.0971 -2.3375 -0.07 -0.03 -0.29 0.262
H -2.6691 -0.1290 2.7133 0.37 0.06 0.50 0.322
H -1.1227 -0.3324 -4.5209 -0.10 -0.03 0.29 0.271
C 1.4677 0.5627 0.4492 1.23 1.83 -0.49 0.152
H 2.4493 1.0487 0.7344 -1.05 -0.46 0.19 0.073
H -2.6871 -1.8865 -0.1950 -0.38 0.11 -0.33 0.285
H -1.0468 3.5670 2.9039 1.19 0.59 -0.30 0.307
H 1.6756 -0.4611 0.2636 0.36 -0.82 -0.37 -0.044
H -4.1695 -1.9375 -0.0005 -0.74 0.13 0.63 0.269
H -1.4260 -1.2087 4.1835 -0.02 0.15 0.37 0.313
O -3.5368 0.6960 -1.4744 0.07 1.82 0.31 -0.590
H -0.5545 -1.2314 2.9784 -0.09 0.14 0.12 0.471
H 0.2672 1.6731 1.8284 0.00 0.49 0.32 0.394
O 0.3686 -2.4918 2.1792 0.55 0.45 -1.06 -0.713
F 0.0340 -3.7509 -0.2554 -0.59 -0.29 0.59 -0.364
H -0.0023 4.5262 2.1828 -0.14 0.44 -0.63 0.338
H 3.6323 -0.7893 -2.5746 -0.22 -0.24 -0.04 0.335
F 1.8946 -3.5821 -1.5587 0.96 -0.78 1.32 -0.335
F 0.0724 -4.6581 -2.3943 -1.05 0.01 0.57 -0.341
H -0.0343 -3.2762 1.8028 -0.20 -0.34 0.15 0.342
O 2.9253 -0.8219 -3.2314 -0.56 -0.54 -0.29 -0.639
H -4.1111 0.0935 2.1265 0.16 0.11 0.18 0.267
F -1.0623 -2.5589 -1.9181 -0.54 -1.20 -0.35 -0.319
F 0.8445 -2.7272 -3.1774 -0.89 0.86 -1.07 -0.491
O -3.1994 -0.1251 1.9165 -0.45 -0.21 -0.83 -0.540
O -0.0965 3.8125 2.8030 -1.08 -1.15 1.11 -0.652
H 0.5321 -0.0088 2.2609 0.23 0.19 0.10 0.203
```
Forces are in eV/Å.

***

Molecular formula: C16H26BaF5N4S2
Method: DFT, ωB97M-V/def2-TZVPD

**Relative energy (zero: lowest compared OMol25 entry of this formula, charge and spin)**: 14.9 kcal/mol
**HOMO**: -2.70 eV
**Net charge**: -1
**Kohn-Sham gap**: 4.8 eV
**M**: 570.9 g/mol

```
54
Properties=species:S:1:pos:R:3:forces:R:3:mulliken_charge:R:1
S 2.1676 0.2196 2.0521 -0.32 -0.03 0.14 -0.432
H -3.1883 2.1974 -1.9858 0.02 0.01 -0.03 0.336
S -2.7941 0.9886 2.5003 0.04 -0.09 -0.03 -0.228
C -1.8158 2.5159 2.5185 -0.02 -0.02 0.01 -0.760
H -1.8758 -0.7497 -3.0874 0.02 0.02 -0.01 0.337
H -4.9695 1.1560 1.5932 0.00 0.01 0.00 0.481
C -3.9787 1.2846 1.1491 -0.03 0.01 0.01 -0.496
H -0.9953 -1.7119 -4.3014 -0.01 -0.04 0.00 0.367
C -1.5742 2.5720 -0.6020 -0.05 -0.05 0.02 -0.937
N -0.7172 -0.6808 4.8402 0.05 -0.04 -0.08 -0.647
H 0.5600 0.0522 -2.3072 -0.01 0.00 -0.02 0.170
H 0.2442 1.9983 2.1349 0.00 -0.02 0.01 -0.006
F 2.7564 -2.5111 0.8008 0.01 0.05 -0.01 -0.413
H 1.2156 -1.0044 -3.5795 0.01 -0.02 0.01 0.386
F 4.9736 -3.2573 -0.4601 0.01 0.00 0.00 -0.323
H -1.5195 2.6725 3.5574 -0.01 0.02 0.00 0.475
H 0.1398 -0.2170 4.5529 0.02 -0.04 -0.02 0.248
C 0.8838 -0.9675 -2.5329 -0.02 0.01 -0.08 -1.281
H -4.8492 0.6851 -0.6574 -0.01 -0.02 0.00 0.343
H -0.9558 -0.3296 5.7598 0.01 0.00 0.00 0.215
C 0.2640 -3.3801 -2.4626 0.04 0.03 -0.10 -1.649
C -0.5681 2.5121 1.6238 -0.04 -0.03 0.01 -0.353
N -0.7230 -1.7962 -0.8778 0.26 -0.11 0.03 -1.325
C 5.9570 -1.1473 -0.1164 0.00 0.04 0.01 0.663
H 1.1433 -3.5559 -1.8332 -0.02 0.00 0.02 0.319
H 1.7439 -1.1943 -1.8939 -0.03 0.02 0.03 0.126
H -3.8943 2.3371 0.8809 0.00 0.00 0.00 0.225
C 3.5790 -0.3182 1.2249 0.46 0.04 -0.15 0.106
C 3.7499 -1.5923 0.6837 -0.07 -0.05 0.02 0.146
N -2.8304 0.3931 -1.0110 0.10 0.21 0.14 0.369
C -1.3832 -1.7038 -3.2743 -0.03 -0.04 0.04 -1.596
C -3.9375 0.3906 -0.1090 -0.02 -0.02 -0.06 -1.004
H -4.0931 -0.6468 0.2020 0.02 0.00 0.01 0.370
H -0.2491 3.5629 1.5045 0.02 0.00 0.02 0.243
H -2.2764 3.2092 -0.0581 0.00 -0.01 0.02 0.464
H -2.0614 -0.2548 -0.7699 -0.08 -0.24 -0.12 -0.171
C 4.8921 -2.0118 0.0283 -0.05 -0.06 0.00 -0.080
Ba -0.0886 -1.9816 1.1946 -0.26 0.36 0.32 1.033
F 4.6591 1.7748 1.5253 0.01 -0.01 0.00 -0.350
C 5.8457 0.1299 0.4057 0.05 -0.01 -0.03 0.118
H -0.5113 -4.0966 -2.1821 0.00 0.00 -0.01 0.339
C -0.2733 -1.9487 -2.2263 -0.04 0.04 -0.15 1.893
H -1.4489 -0.3739 4.2078 -0.01 0.05 0.03 0.255
H 0.5560 -3.5652 -3.5058 0.00 0.01 0.00 0.335
F 7.0773 -1.5352 -0.7448 0.00 0.00 0.00 -0.323
H -2.4993 3.3281 2.2638 0.00 -0.01 -0.01 0.391
H -0.9579 3.2577 -1.2058 -0.02 0.01 -0.01 0.389
H -2.1476 -2.4806 -3.1811 0.00 0.01 0.01 0.349
H 0.0411 1.4245 -0.0010 -0.02 -0.04 0.00 0.101
F 6.8756 0.9816 0.2802 -0.02 -0.01 -0.01 -0.308
C -2.3502 1.6308 -1.5554 -0.01 0.01 0.02 -0.860
C 4.6910 0.5230 1.0494 -0.09 -0.02 0.03 0.279
N -0.8018 1.8378 0.3760 0.12 0.10 -0.05 0.349
H -1.6870 1.3770 -2.3880 0.01 -0.02 0.01 0.319
```
Forces are in eV/Å.

***

no.,total energy (eV),strongest force on any atom (hartree/bohr)
1,-154889.981,0.00414
2,-61085.176,0.01567
3,-90194.797,0.09846
4,-53845.515,0.05106
5,-58925.348,0.01064